Here is a structure of composition C18H23N5O4STi from the Open Molecules 2025 dataset. Energies are from the ωB97M-V functional and the def2-TZVPD basis.

Structure (XYZ):
```
52
Properties=species:S:1:pos:R:3:forces:R:3:lowdin_charge:R:1
Ti 0.366 -0.027 0.481 0.139 -0.414 0.279 1.00
S 0.556 1.854 1.784 0.041 0.203 0.200 0.82
O -1.159 -1.151 3.793 -0.042 -0.083 -0.162 0.21
O -0.553 -1.104 1.630 -0.561 0.154 -0.622 -0.15
O 2.468 -0.017 -0.099 0.055 0.011 -0.233 -0.16
O 1.760 -1.040 1.989 -0.014 0.195 0.011 -0.13
N -1.902 2.126 0.721 -0.099 0.115 0.036 0.04
N -1.531 0.952 0.150 0.114 -0.137 0.087 -0.10
N 0.753 1.285 -1.520 -0.054 -0.024 0.000 0.05
N -1.229 3.789 2.128 0.130 0.030 0.053 0.14
N -0.678 -1.170 -1.001 0.118 -0.018 0.061 0.01
C 0.236 2.895 -3.217 -0.002 0.018 -0.024 -0.01
C 1.909 1.049 -2.159 -0.035 0.004 -0.011 -0.25
C -0.329 -1.261 2.953 0.180 0.012 0.521 -0.51
C 2.792 0.030 -1.508 -0.007 0.038 -0.065 -0.09
C -2.429 0.365 -0.575 0.029 0.237 0.146 -0.23
C 2.283 1.688 -3.325 0.006 0.021 -0.041 0.02
C -0.859 -3.088 -2.396 -0.073 0.001 -0.022 0.00
C 1.664 -0.904 4.433 -0.015 0.078 0.022 0.02
C -3.807 0.910 -0.691 -0.020 -0.068 -0.040 0.02
C -2.724 -1.608 -2.120 -0.086 -0.038 -0.009 0.05
C -1.960 -0.842 -1.259 0.112 -0.091 -0.092 -0.18
C -0.058 2.212 -2.052 -0.019 0.021 0.033 -0.08
C -0.996 2.642 1.498 -0.071 -0.124 -0.097 -0.73
C 1.136 -1.595 3.196 -0.003 -0.024 -0.071 -0.48
C -0.149 -2.273 -1.536 0.011 0.029 0.029 -0.07
C 1.328 -3.102 3.211 0.003 0.014 -0.040 0.03
C 1.423 2.626 -3.874 0.024 -0.025 0.001 0.00
C -2.166 -2.739 -2.698 0.051 -0.029 -0.005 0.01
H -4.472 0.249 -1.237 0.006 0.008 0.002 0.08
H 1.686 3.147 -4.785 0.001 0.000 0.001 0.13
H 1.539 0.177 4.362 0.004 -0.007 0.012 0.09
H 2.718 -1.139 4.590 -0.004 -0.025 -0.010 0.11
H -2.133 4.228 2.045 -0.010 -0.017 -0.016 0.13
H 0.871 -2.516 -1.257 -0.003 0.001 0.007 0.13
H 3.234 1.460 -3.786 -0.003 0.003 -0.002 0.14
H -2.753 -3.350 -3.370 -0.006 0.005 0.003 0.14
H -0.399 -3.973 -2.812 0.012 0.004 0.002 0.13
H 2.719 -1.012 2.099 0.017 -0.030 -0.036 0.14
H -3.746 -1.336 -2.336 0.005 -0.002 0.007 0.13
H -0.556 4.179 2.765 -0.024 0.014 -0.005 0.11
H 2.885 0.743 0.336 0.034 0.006 -0.014 0.12
H 3.847 0.259 -1.637 0.015 -0.027 0.036 0.15
H -0.970 2.436 -1.519 0.008 -0.008 0.015 0.10
H 0.784 -3.530 4.052 0.003 0.001 0.008 0.12
H -4.204 1.079 0.310 -0.017 -0.007 -0.002 0.11
H -3.790 1.886 -1.180 0.022 -0.003 -0.014 0.11
H 0.954 -3.548 2.289 -0.003 -0.018 0.017 0.10
H -0.458 3.635 -3.590 -0.003 -0.001 0.008 0.13
H 2.610 -0.973 -1.895 0.020 -0.016 0.014 0.14
H 2.384 -3.351 3.324 0.002 0.011 0.013 0.10
H 1.102 -1.252 5.298 0.011 0.001 0.010 0.11
```
Forces are in eV/Å.

Its largest force on an atom is 0.85 eV/A. The net charge is +2. The HOMO-LUMO gap comes out at 7.09 eV. For the energy relative to the best compared isomer or geometry (same formula, charge and spin), the calculation gives 61.3 kJ/mol. For the HOMO energy, the calculation gives -14.63 eV.